Record 1
DFT (ωB97M-V with the def2-TZVPD basis set) results for 7 unconnected molecules or ions with the total composition C41H80BNO6P at a distorted geometry.

Summary:
**2S+1**: 1
**ΔE to the lowest compared entry with this formula, charge and spin**: 244.81 kJ/mol
**Charge**: -1

Atoms and positions in Å:
C1 -0.811 0.347 1.923
C2 -1.809 -0.665 1.213
B1 -1.659 -0.768 -0.430
C3 -3.156 -1.156 -1.083
C4 -4.258 -0.049 -0.845
C5 -5.698 -0.788 -0.823
C6 -6.315 -0.903 0.628
C7 -6.066 -2.297 1.331
N1 -5.972 -2.072 2.814
C8 -0.700 -2.097 -0.749
C9 0.837 -1.852 -0.652
C10 1.575 -1.438 -1.876
C11 3.029 -1.222 -1.894
C12 3.863 -1.420 -0.687
C13 3.140 -1.803 0.531
C14 1.678 -2.024 0.557
C15 1.080 -2.461 1.929
P1 -1.049 0.866 -1.287
C16 -1.877 2.406 -0.552
C17 -1.591 0.918 -3.117
H1 -1.284 1.369 1.994
H2 0.160 0.469 1.376
H3 -0.648 0.019 2.995
H4 -2.854 -0.449 1.575
H5 -1.552 -1.696 1.612
H6 -2.973 -1.361 -2.175
H7 -3.419 -2.163 -0.616
H8 -4.271 0.662 -1.722
H9 -4.179 0.479 0.137
H10 -5.533 -1.850 -1.180
H11 -6.410 -0.344 -1.583
H12 -5.932 -0.085 1.295
H13 -7.440 -0.807 0.514
H14 -5.108 -2.793 1.030
H15 -6.912 -3.029 1.206
H16 -6.692 -1.404 3.109
H17 -5.073 -1.650 3.056
H18 -0.905 -2.381 -1.832
H19 -1.042 -2.989 -0.140
H20 1.064 -1.267 -2.858
H21 3.577 -0.926 -2.827
H22 4.970 -1.291 -0.687
H23 3.751 -1.955 1.456
H24 0.994 -1.600 2.651
H25 0.138 -3.059 1.841
H26 1.842 -3.156 2.404
H27 -2.693 2.181 0.186
H28 -1.111 3.022 0.010
H29 -2.302 3.099 -1.333
H30 -1.517 -0.101 -3.564
H31 -2.641 1.341 -3.141
H32 -0.954 1.689 -3.639
C18 3.605 2.527 -1.706
C19 3.188 3.569 -0.690
C20 2.036 4.257 -1.398
O1 1.420 3.273 -2.237
C21 2.271 2.118 -2.304
H33 4.153 1.688 -1.276
H34 4.234 2.990 -2.474
H35 2.829 3.078 0.219
H36 3.989 4.256 -0.413
H37 2.394 5.071 -2.041
H38 1.297 4.661 -0.702
H39 1.802 1.322 -1.721
H40 2.358 1.785 -3.342
C22 -3.769 -3.387 -5.914
C23 -2.264 -3.572 -5.919
C24 -1.772 -2.136 -5.858
O2 -2.757 -1.392 -5.134
C25 -3.934 -2.196 -4.988
H41 -4.319 -4.267 -5.579
H42 -4.115 -3.130 -6.921
H43 -1.953 -4.111 -5.020
H44 -1.889 -4.114 -6.789
H45 -1.690 -1.700 -6.861
H46 -0.804 -2.045 -5.360
H47 -3.996 -2.512 -3.941
H48 -4.817 -1.599 -5.223
C26 -1.728 -6.438 2.742
C27 -3.234 -6.439 2.563
C28 -3.415 -5.364 1.507
O3 -2.237 -5.378 0.693
C29 -1.240 -6.177 1.329
H49 -1.334 -7.366 3.162
H50 -1.434 -5.612 3.397
H51 -3.564 -7.408 2.175
H52 -3.788 -6.235 3.480
H53 -3.497 -4.370 1.959
H54 -4.293 -5.534 0.880
H55 -1.144 -7.111 0.763
H56 -0.281 -5.655 1.303
C30 6.939 5.897 -4.566
C31 7.595 6.233 -3.242
C32 6.397 6.321 -2.313
O4 5.411 5.415 -2.820
C33 5.803 4.989 -4.131
H57 7.612 5.424 -5.283
H58 6.537 6.806 -5.023
H59 8.248 5.412 -2.932
H60 8.186 7.149 -3.263
H61 5.963 7.327 -2.318
H62 6.644 6.053 -1.284
H63 6.133 3.947 -4.061
H64 4.945 5.037 -4.804
C34 3.586 7.566 3.093
C35 2.609 8.283 2.183
C36 2.549 7.348 0.988
O5 2.775 6.025 1.487
C37 3.238 6.110 2.839
H65 3.499 7.848 4.143
H66 4.612 7.767 2.768
H67 1.627 8.340 2.664
H68 2.916 9.296 1.917
H69 3.340 7.575 0.265
H70 1.587 7.386 0.474
H71 2.426 5.776 3.494
H72 4.091 5.443 2.977
C38 0.392 -5.139 7.190
C39 0.779 -3.673 7.181
C40 0.243 -3.217 5.836
O6 -0.904 -4.022 5.548
C41 -0.949 -5.113 6.478
H73 0.337 -5.574 8.188
H74 1.114 -5.716 6.604
H75 0.260 -3.147 7.988
H76 1.850 -3.500 7.295
H77 0.973 -3.384 5.036
H78 -0.039 -2.163 5.834
H79 -1.769 -4.922 7.178
H80 -1.155 -6.043 5.944

---

Record 2
DFT (ωB97M-V with the def2-TZVPD basis set) results for 12 unconnected molecules or ions with the total composition C41H82O26 at a distorted geometry.

Summary:
**SMILES string**: COC(=O)OC.COC(=O)OC.COC(=O)OC.COC(=O)OC.COC(=O)OC.COC(=O)OC.COC(=O)OC.C1CCOC1.C1CCOC1.C1CCOC1.C1CCOC1.C1CCOC1
**2S+1**: 1
**ΔE to the lowest compared entry with this formula, charge and spin**: 0.00 kJ/mol

Atoms and positions in Å:
C1 -3.765 1.025 -0.985
O1 -4.741 1.717 -1.790
C2 -5.977 1.693 -1.297
O2 -6.289 1.254 -0.222
O3 -6.794 2.248 -2.182
C3 -8.182 2.170 -1.854
H1 -4.100 -0.007 -0.906
H2 -3.635 1.499 -0.016
H3 -2.826 1.080 -1.519
H4 -8.391 2.630 -0.889
H5 -8.481 1.123 -1.795
H6 -8.710 2.695 -2.640
C4 -0.160 0.294 -2.335
O4 0.423 -0.361 -1.208
C5 -0.011 0.028 -0.018
O5 -1.038 0.616 0.193
O6 0.871 -0.341 0.902
C6 0.482 -0.224 2.262
H7 -0.424 1.321 -2.090
H8 -1.056 -0.235 -2.668
H9 0.582 0.281 -3.125
H10 1.329 -0.613 2.827
H11 -0.355 -0.886 2.485
H12 0.250 0.769 2.648
C7 2.544 0.249 5.452
O7 3.050 0.548 6.740
C8 4.347 0.296 6.909
O8 5.051 -0.265 6.119
O9 4.710 0.787 8.095
C9 5.972 0.348 8.592
H13 1.476 0.446 5.396
H14 2.678 -0.819 5.268
H15 3.017 0.838 4.666
H16 5.805 -0.502 9.258
H17 6.402 1.147 9.188
H18 6.635 0.055 7.784
C10 -4.144 -0.351 -9.811
O10 -3.434 0.547 -8.954
C11 -3.526 0.279 -7.655
O11 -4.110 -0.655 -7.178
O12 -2.841 1.209 -6.992
C12 -2.897 1.135 -5.572
H19 -3.984 -1.380 -9.505
H20 -3.747 -0.174 -10.805
H21 -5.203 -0.099 -9.786
H22 -3.733 0.535 -5.222
H23 -2.934 2.139 -5.163
H24 -1.986 0.640 -5.219
C13 2.700 2.759 1.577
O13 1.835 2.847 0.454
C14 0.636 3.389 0.686
O14 0.235 3.799 1.742
O15 -0.043 3.364 -0.443
C15 -1.397 3.806 -0.352
H25 3.080 3.746 1.841
H26 3.521 2.101 1.310
H27 2.179 2.329 2.433
H28 -1.739 3.944 -1.373
H29 -1.467 4.753 0.181
H30 -1.963 3.042 0.174
C16 3.484 -1.596 0.009
O16 4.126 -0.648 -0.832
C17 5.105 0.064 -0.287
O17 5.540 -0.042 0.825
O18 5.505 0.947 -1.204
C18 6.431 1.932 -0.781
H31 3.205 -1.162 0.966
H32 4.075 -2.496 0.176
H33 2.549 -1.863 -0.473
H34 6.679 2.534 -1.651
H35 7.341 1.478 -0.389
H36 6.013 2.594 -0.021
C19 3.417 -3.584 -9.066
O19 2.319 -3.378 -8.190
C20 2.397 -2.267 -7.465
O20 3.286 -1.461 -7.520
O21 1.338 -2.217 -6.665
C21 1.208 -1.033 -5.901
H37 3.526 -2.760 -9.772
H38 3.205 -4.493 -9.622
H39 4.352 -3.705 -8.520
H40 1.858 -0.994 -5.025
H41 0.192 -0.961 -5.522
H42 1.450 -0.162 -6.506
C22 -3.580 -1.301 1.701
C23 -4.165 -1.869 3.006
C24 -3.488 -3.224 3.121
O22 -3.353 -3.664 1.765
C25 -3.004 -2.545 0.988
H43 -2.862 -0.497 1.846
H44 -4.409 -0.897 1.119
H45 -5.242 -2.019 2.942
H46 -3.989 -1.225 3.869
H47 -4.087 -3.992 3.611
H48 -2.516 -3.178 3.631
H49 -3.453 -2.666 0.003
H50 -1.916 -2.460 0.865
C26 -2.846 4.571 4.282
C27 -2.949 3.832 2.954
C28 -2.719 2.355 3.347
O23 -2.549 2.327 4.759
C29 -2.050 3.605 5.146
H51 -3.823 4.740 4.743
H52 -2.415 5.573 4.220
H53 -2.219 4.204 2.240
H54 -3.932 3.959 2.491
H55 -1.772 2.039 2.875
H56 -3.485 1.647 3.049
H57 -0.976 3.629 4.922
H58 -2.237 3.736 6.209
C30 3.727 2.199 -5.764
C31 4.348 2.120 -4.368
C32 3.191 1.588 -3.501
O24 2.053 1.501 -4.354
C33 2.264 2.390 -5.440
H59 3.874 1.240 -6.269
H60 4.183 2.954 -6.406
H61 4.627 3.118 -4.016
H62 5.262 1.529 -4.337
H63 3.005 2.295 -2.682
H64 3.371 0.612 -3.053
H65 2.040 3.416 -5.121
H66 1.582 2.119 -6.243
C34 -0.185 -1.723 7.196
C35 -1.352 -0.770 7.018
C36 -1.277 -0.478 5.501
O25 -0.601 -1.593 4.905
C37 -0.321 -2.550 5.912
H67 -0.202 -2.299 8.118
H68 0.747 -1.161 7.107
H69 -1.241 0.183 7.536
H70 -2.311 -1.231 7.242
H71 -0.813 0.466 5.216
H72 -2.313 -0.400 5.158
H73 0.576 -3.141 5.720
H74 -1.154 -3.264 6.001
C38 0.840 -4.098 0.568
C39 1.819 -5.118 0.000
C40 1.232 -6.475 0.449
O26 0.020 -6.198 1.149
C41 0.079 -4.873 1.631
H75 0.137 -3.730 -0.186
H76 1.273 -3.168 0.946
H77 2.837 -5.001 0.372
H78 1.870 -5.042 -1.087
H79 1.933 -6.963 1.134
H80 0.969 -7.138 -0.371
H81 0.561 -4.826 2.622
H82 -0.936 -4.514 1.813